Molecular formula: C20H37N2O2P2SiTi
Method: DFT, the ωB97M-V functional and the def2-TZVPD basis

```
65
C20H37N2O2P2SiTi | OMol25 | the ωB97M-V functional and the def2-TZVPD basis
Ti 0.0250 -0.2274 -0.4446
P -2.5764 0.0030 0.0585
C -3.0106 -1.3255 -1.0605
C -2.1874 -1.5239 -2.1659
N -0.8620 -1.0956 -2.2151
C -0.1898 -1.0576 -3.4020
C -0.7317 -1.5852 -4.5676
C -1.9569 -2.2301 -4.4900
C -2.6319 -2.2698 -3.2823
C 1.2133 -0.4019 -3.4438
P 2.2016 -0.6130 -1.9354
H -3.6011 -2.7118 -3.1861
H -0.1503 -1.5172 -5.4964
H -2.4192 -2.6279 -5.3949
H 1.8285 -0.8752 -4.2364
H 1.1702 0.6880 -3.6660
H -1.0909 -2.9436 0.4843
H -3.5594 -2.1784 -0.7262
H 5.1397 -2.2077 2.4209
O -0.2541 -2.4777 0.4825
H 0.4269 -3.2315 0.5005
H 1.6258 -0.7664 -0.4746
O 5.0404 -1.5491 3.0931
H 4.3331 -0.9952 2.7400
C 3.0726 -2.1926 -2.1140
H 3.4692 -2.2697 -3.1446
H 3.8947 -2.2587 -1.3796
H 2.3739 -3.0221 -1.9228
C 3.4516 0.6723 -1.7902
H 3.9416 0.6221 -0.8039
H 4.2046 0.5136 -2.5768
H 3.0052 1.6672 -1.9203
C -3.8937 1.0557 -0.6535
H -4.8435 0.6346 -0.2920
H -3.7545 2.1060 -0.3921
H -3.8657 0.8916 -1.7401
C -3.1437 -0.4595 1.7447
H -2.7747 0.2762 2.4777
H -4.2425 -0.4800 1.7736
H -2.7597 -1.4441 2.0587
C -0.0145 2.0067 -1.2494
Si 0.4046 2.2750 0.5869
C 2.0971 3.0200 0.8140
C -0.9346 3.3648 1.2913
N 0.3911 0.6663 1.3164
C 0.3487 0.4363 2.6904
C 0.1948 -0.8914 3.1642
C -0.2832 -1.1212 4.4398
C -0.5457 -0.0434 5.3008
C -0.2465 1.2673 4.8787
C 0.2820 1.4980 3.6179
H 0.8336 2.3294 -1.8710
H -0.8649 2.6800 -1.4448
H -0.4054 1.0561 -1.7404
H 2.0593 4.0822 0.5309
H 2.3944 2.9488 1.8688
H 2.8566 2.5109 0.2066
H -1.7689 2.7896 1.7090
H -0.5287 4.0082 2.0827
H -1.3378 4.0033 0.4937
H 0.4177 -1.7245 2.4824
H -0.4443 -2.1542 4.7789
H -0.9562 -0.2204 6.2925
H -0.4193 2.1094 5.5440
H 0.5517 2.5110 3.2987
```

The value obtained for the energy above the lowest of the compared OMol25 structures with the same formula, charge and spin is 377.0 kJ/mol. The spin multiplicity is 2. For the largest force on an atom, the calculation gives 3.7 eV/A. As for the charge: +2. The gap between HOMO and LUMO (spin up / spin down) is 4.5 / 4.7 eV.

***

Molecular formula: C20H37N3O8S2
Method: DFT, the ωB97M-V functional and the def2-TZVPD basis

```
70
C20H37N3O8S2 | OMol25 | the ωB97M-V functional and the def2-TZVPD basis
O -1.0425 3.8268 -3.6193
C -0.3728 4.7730 -3.1235
O 0.1119 4.7699 -1.9481
N -0.0916 5.8833 -3.9648
C 1.2469 5.7771 -4.3791
C 1.4344 6.0472 -5.8923
C 1.9291 4.7741 -6.5990
S 3.7212 4.6602 -6.3965
C 3.7239 4.3018 -4.6794
S 4.2357 5.4002 -3.5833
N 3.2629 3.0008 -4.3065
C 3.7782 1.8492 -4.8593
C 3.1132 0.8223 -4.2355
N 2.2064 1.3047 -3.3393
C 2.3119 2.6154 -3.4015
H 1.6027 4.7505 -4.2126
H 1.9605 6.4332 -3.8040
H 0.4899 6.3368 -6.3482
H 2.2072 6.8066 -6.0160
H 1.7051 4.8040 -7.6669
H 1.4827 3.8852 -6.1600
H 4.5559 1.8409 -5.5954
H 3.2557 -0.2307 -4.4133
H 1.7302 3.3454 -2.8589
C -1.1599 -0.0741 4.3268
O -1.6236 0.3413 3.0691
C -2.5712 1.3957 3.1277
C -2.3592 2.4174 2.0292
O -1.2131 3.2240 2.1662
C 0.0682 2.6481 1.9250
C 0.3486 2.2562 0.4918
O -0.3996 1.1045 0.1214
C -0.8648 1.1794 -1.2275
H -1.9004 -0.7149 4.8268
H -0.2449 -0.6462 4.1729
H -0.9254 0.7796 4.9726
H -2.5257 1.8989 4.1013
H -3.5751 0.9635 3.0060
H -3.2004 3.1154 2.0913
H -2.4038 1.9486 1.0442
H 0.2526 1.8100 2.6046
H 0.7735 3.4396 2.1884
H 1.4177 2.0170 0.4042
H 0.1298 3.0932 -0.1805
H -1.2699 2.1674 -1.4636
H -1.6567 0.4341 -1.3453
H -0.0581 0.9593 -1.9313
C -1.3297 -2.8493 2.3046
O -1.5007 -4.2488 2.1344
C -0.4923 -4.8579 1.3537
C -0.1027 -6.2131 1.9014
O 0.6137 -6.1837 3.1275
C -0.0716 -5.8390 4.3168
C -1.0375 -6.8844 4.8304
O -2.2052 -6.9738 4.0334
C -2.6895 -8.2823 3.8617
H -1.6347 -2.3000 1.4113
H -1.9582 -2.5408 3.1377
H -0.2916 -2.6014 2.5449
H 0.3973 -4.2218 1.3026
H -0.8727 -4.9981 0.3328
H 0.5944 -6.6561 1.1857
H -0.9678 -6.8773 1.9607
H -0.5554 -4.8644 4.2323
H 0.7167 -5.7471 5.0689
H -1.3362 -6.6015 5.8495
H -0.5261 -7.8532 4.8766
H -1.8814 -8.9817 3.6187
H -3.3902 -8.2660 3.0277
H -3.2171 -8.6353 4.7566
```

For the largest force on an atom, the calculation gives 1.6 eV/A. As for the charge: -2. The gap between HOMO and LUMO is 2.1 eV.

***

Question: Which of these has the highest charge?
Answer: C20H37N2O2P2SiTi